Record 1
The following is a quantum chemistry calculation of 12 unconnected molecules or ions with the total composition C36H72O12, from OMol25.

Last column: Mulliken charge in e.
Positions of all 120 atoms, in Å:
C (4.089, 0.645, -5.277)  -0.74
C (3.055, 1.648, -5.011)  0.80
O (3.410, 2.831, -4.863)  -0.62
C (1.587, 1.190, -4.877)  -0.67
H (5.071, 1.075, -5.078)  0.35
H (4.013, 0.316, -6.313)  0.36
H (3.894, -0.177, -4.588)  -0.09
H (1.118, 1.353, -5.847)  0.46
H (1.222, 1.811, -4.059)  0.09
H (1.362, 0.181, -4.533)  0.11
C (3.255, -1.930, -1.847)  -0.21
C (3.150, -2.823, -3.105)  0.76
O (2.210, -2.655, -3.859)  -0.55
C (4.294, -3.723, -3.364)  -1.45
H (4.191, -1.381, -1.751)  0.61
H (3.144, -2.597, -0.992)  0.55
H (2.478, -1.174, -1.967)  -0.78
H (4.797, -3.429, -4.286)  0.36
H (4.028, -4.773, -3.484)  0.32
H (5.055, -3.637, -2.588)  0.36
C (4.571, -0.037, 3.821)  -1.02
C (3.452, -1.013, 3.548)  0.42
O (3.141, -1.923, 4.345)  -0.62
C (2.713, -0.874, 2.207)  0.94
H (5.333, -0.013, 3.042)  0.36
H (5.053, -0.334, 4.753)  0.38
H (4.126, 0.957, 3.806)  0.05
H (3.405, -0.688, 1.386)  0.22
H (2.061, -0.005, 2.295)  -0.56
H (2.035, -1.702, 2.001)  -0.18
C (2.464, 3.538, 4.732)  -1.51
C (1.332, 2.510, 4.434)  1.01
O (1.417, 1.380, 4.880)  -0.50
C (0.178, 2.929, 3.561)  -0.48
H (3.083, 3.747, 3.859)  0.25
H (3.071, 3.144, 5.546)  0.37
H (2.076, 4.504, 5.055)  0.50
H (0.125, 4.017, 3.537)  0.45
H (-0.732, 2.456, 3.931)  0.34
H (0.261, 2.565, 2.537)  -0.34
C (1.981, 3.631, 0.362)  -0.20
C (2.813, 2.433, -0.034)  0.73
O (3.403, 1.795, 0.836)  -0.58
C (2.904, 2.064, -1.510)  -0.53
H (2.324, 3.940, 1.350)  0.15
H (0.937, 3.345, 0.491)  -0.61
H (2.001, 4.481, -0.321)  0.51
H (1.899, 1.807, -1.845)  -0.19
H (3.425, 1.110, -1.598)  0.08
H (3.401, 2.820, -2.118)  0.57
C (-3.398, -1.847, 0.098)  -0.19
C (-4.481, -2.460, 0.973)  0.49
O (-4.201, -3.308, 1.843)  -0.53
C (-5.875, -2.026, 0.704)  -1.45
H (-2.446, -2.370, 0.191)  -0.33
H (-3.248, -0.791, 0.325)  0.19
H (-3.665, -1.860, -0.959)  0.71
H (-6.106, -2.381, -0.300)  0.38
H (-5.947, -0.940, 0.744)  0.35
H (-6.615, -2.430, 1.396)  0.36
C (-1.523, -4.327, -2.056)  -1.18
C (-0.196, -4.067, -1.352)  1.00
O (-0.004, -3.145, -0.538)  -0.08
C (0.893, -5.043, -1.699)  -1.73
H (-1.378, -4.968, -2.925)  0.45
H (-1.948, -3.358, -2.317)  0.20
H (-2.282, -4.813, -1.443)  0.27
H (1.010, -5.024, -2.782)  0.51
H (0.507, -6.033, -1.454)  0.53
H (1.829, -4.763, -1.215)  0.14
C (-0.664, 0.188, -1.831)  0.20
C (-0.480, 0.787, -0.437)  0.06
O (-0.876, 1.882, -0.144)  -0.58
C (0.071, -0.141, 0.599)  3.08
H (-1.402, -0.615, -1.850)  0.03
H (0.296, -0.177, -2.197)  -0.40
H (-1.095, 0.916, -2.517)  0.00
H (0.376, 0.477, 1.444)  -1.31
H (0.963, -0.722, 0.366)  -0.22
H (-0.665, -0.854, 0.971)  -0.97
C (0.360, -4.187, 2.542)  0.18
C (-0.673, -5.200, 2.865)  0.27
O (-0.937, -5.642, 3.960)  -0.59
C (-1.352, -5.752, 1.619)  -0.56
H (0.916, -3.915, 3.439)  0.41
H (-0.185, -3.277, 2.294)  -0.61
H (1.074, -4.442, 1.758)  0.37
H (-2.132, -6.488, 1.816)  0.37
H (-0.514, -6.165, 1.058)  0.28
H (-1.843, -4.961, 1.053)  -0.15
C (-3.366, -2.164, 4.577)  -0.80
C (-2.398, -1.018, 4.740)  0.46
O (-2.401, -0.323, 5.742)  -0.62
C (-1.495, -0.776, 3.559)  0.30
H (-4.110, -1.811, 3.863)  0.10
H (-3.853, -2.348, 5.534)  0.35
H (-2.790, -3.037, 4.270)  0.22
H (-0.831, -1.633, 3.454)  0.00
H (-0.924, 0.144, 3.682)  -0.25
H (-2.070, -0.643, 2.642)  0.17
C (-3.382, 2.178, -2.155)  -0.05
C (-4.756, 2.762, -2.369)  0.50
O (-5.724, 2.040, -2.260)  -0.59
C (-4.815, 4.233, -2.664)  -1.12
H (-2.815, 2.079, -3.081)  0.36
H (-3.498, 1.204, -1.678)  0.07
H (-2.804, 2.778, -1.452)  -0.12
H (-4.633, 4.918, -1.836)  0.22
H (-5.835, 4.564, -2.857)  0.40
H (-4.217, 4.588, -3.504)  0.34
C (-1.724, 7.253, -1.970)  -1.30
C (-1.487, 5.752, -1.842)  0.82
O (-1.404, 5.075, -2.869)  -0.55
C (-1.354, 5.146, -0.477)  -0.29
H (-0.926, 7.825, -1.497)  0.37
H (-2.632, 7.393, -1.384)  0.32
H (-1.801, 7.614, -2.995)  0.32
H (-2.326, 5.001, -0.004)  0.37
H (-0.714, 5.880, 0.012)  0.49
H (-0.762, 4.232, -0.423)  -0.48

Summary:
* SMILES string: CC(C)=O.CC(C)=O.CC(C)=O.CC(C)=O.CC(C)=O.CC(C)=O.CC(C)=O.CC(C)=O.CC(C)=O.CC(C)=O.CC(C)=O.CC(C)=O
* Kohn-Sham gap: 9.2 eV
* HOMO energy: -9.03 eV

=====

Record 2
The following is a quantum chemistry calculation of 2 unconnected molecules or ions with the total composition C4H12, from OMol25.

Last column: Mulliken charge in e.
Positions of all 16 atoms, in Å:
C (-1.051, -0.700, 1.956)  -1.01
C (0.339, -0.690, 1.773)  -0.35
H (-1.772, -0.806, 1.149)  0.29
H (-1.611, -1.471, 2.553)  0.31
H (-1.425, 0.216, 2.459)  0.26
H (0.695, -1.500, 1.228)  0.33
H (0.905, -0.301, 2.702)  0.26
H (0.580, 0.152, 1.007)  -0.09
C (-0.346, 0.831, -1.985)  -0.71
C (1.090, 0.483, -1.703)  -0.78
H (-0.468, 1.939, -2.008)  0.24
H (-0.618, 0.511, -2.957)  0.33
H (-1.039, 0.505, -1.230)  0.16
H (1.378, -0.556, -2.062)  0.23
H (1.381, 0.684, -0.653)  0.26
H (1.805, 1.086, -2.436)  0.27

Summary:
* SMILES string: CC.CC
* Kohn-Sham gap: 11.8 eV
* HOMO energy: -10.68 eV

=====

Record 3
The following is a quantum chemistry calculation of a molecular structure, C25H19N4O11Ti, from OMol25.

Last column: Mulliken charge in e.
Positions of all 60 atoms, in Å:
Ti (-0.916, 1.160, 0.559)  -0.75
O (-0.597, 3.331, 4.004)  -0.73
C (-0.267, 2.626, 3.075)  -0.07
O (-1.069, 1.851, 2.396)  -0.34
C (1.204, 2.537, 2.649)  0.28
C (1.612, 1.085, 2.352)  -0.59
C (3.132, 0.942, 2.362)  -0.99
C (3.520, 1.652, 1.041)  -1.10
C (2.155, 2.067, 0.497)  -0.38
O (1.311, 0.967, 0.930)  0.95
C (1.561, 3.237, 1.290)  0.22
C (0.374, 3.833, 0.517)  -0.13
O (0.233, 5.038, 0.463)  -0.73
O (-0.373, 2.958, -0.093)  -0.31
H (1.794, 2.960, 3.459)  0.58
H (1.047, 0.325, 2.884)  0.85
H (3.422, -0.107, 2.339)  0.26
H (3.569, 1.404, 3.246)  0.56
H (4.011, 0.960, 0.358)  0.32
H (4.170, 2.514, 1.188)  0.48
H (2.076, 2.163, -0.583)  0.62
H (2.281, 4.037, 1.448)  0.52
C (-5.044, 2.072, 0.209)  -0.91
C (-5.233, 2.079, -1.208)  -0.30
C (-4.197, 1.740, -2.012)  -1.26
C (-2.939, 1.376, -1.456)  0.79
N (-2.757, 1.423, -0.080)  0.56
C (-3.829, 1.756, 0.712)  -0.37
C (-1.839, 0.883, -2.157)  0.50
C (-1.755, 0.699, -3.567)  -1.07
C (-0.678, 0.094, -4.123)  -0.51
C (0.384, -0.347, -3.276)  -1.29
C (0.294, -0.113, -1.945)  -0.33
N (-0.774, 0.498, -1.350)  0.80
H (-5.847, 2.336, 0.882)  0.37
H (-6.192, 2.351, -1.629)  0.41
H (-4.317, 1.728, -3.087)  0.32
H (-3.623, 1.776, 1.774)  0.56
H (-2.571, 1.046, -4.187)  0.35
H (-0.617, -0.049, -5.195)  0.40
H (1.261, -0.836, -3.679)  0.46
H (1.099, -0.388, -1.273)  0.68
O (-2.361, -2.108, 0.631)  -0.73
C (-1.194, -1.818, 0.797)  0.18
O (-0.702, -0.725, 1.271)  -0.37
C (-0.128, -2.840, 0.411)  0.61
C (-0.515, -4.098, -0.027)  -0.73
C (0.458, -5.008, -0.398)  -0.12
C (1.808, -4.718, -0.367)  -0.40
C (2.152, -3.452, 0.065)  -0.25
C (1.220, -2.511, 0.457)  0.01
N (3.583, -3.092, 0.094)  1.03
O (4.388, -3.949, -0.212)  -0.65
O (3.874, -1.960, 0.421)  -0.58
N (0.048, -6.350, -0.856)  1.07
O (0.926, -7.118, -1.202)  -0.64
O (-1.136, -6.608, -0.859)  -0.62
H (-1.566, -4.344, -0.074)  0.64
H (2.550, -5.440, -0.668)  0.61
H (1.519, -1.524, 0.779)  0.24

Summary:
* Kohn-Sham gap (alpha / beta): 4.1 / 4.1 eV
* HOMO energy (alpha / beta): -3.10 / -3.11 eV
* total charge: -1

=====

Number 1: largest force on an atom 3.002 eV Å⁻¹. Number 2: largest force on an atom 6.928 eV Å⁻¹. Number 3: largest force on an atom 0.251 eV Å⁻¹.